{
  "formula": "C82H172F3N8O12Y",
  "method": "ωB97M-V/def2-TZVPD",
  "symbols": ["H", "H", "H", "N", "C", "H", "C", "H", "O", "C", "C", "H", "C", "H", "C", "H", "H", "C", "H", "H", "H", "H", "C", "H", "H", "H", "H", "H", "H", "C", "H", "H", "H", "C", "C", "H", "C", "H", "H", "H", "H", "H", "H", "O", "H", "C", "H", "H", "C", "H", "O", "C", "C", "H", "H", "H", "C", "H", "H", "H", "H", "H", "H", "C", "F", "H", "N", "H", "H", "C", "H", "H", "C", "H", "C", "C", "H", "H", "H", "H", "C", "H", "N", "C", "H", "C", "H", "H", "C", "H", "C", "H", "C", "C", "H", "C", "H", "H", "H", "C", "H", "C", "C", "Y", "H", "C", "C", "H", "H", "H", "H", "H", "H", "O", "H", "H", "H", "H", "C", "O", "H", "C", "H", "C", "H", "H", "H", "H", "H", "H", "C", "H", "H", "O", "H", "C", "H", "H", "N", "H", "H", "H", "C", "C", "H", "C", "H", "H", "N", "H", "F", "C", "H", "H", "H", "C", "H", "N", "H", "H", "H", "H", "H", "C", "H", "C", "H", "N", "H", "O", "H", "H", "H", "C", "C", "O", "O", "C", "H", "H", "H", "H", "C", "H", "C", "C", "H", "H", "H", "C", "H", "O", "H", "H", "H", "C", "C", "H", "H", "C", "H", "C", "C", "H", "C", "O", "H", "C", "C", "H", "C", "C", "C", "C", "H", "H", "H", "H", "H", "C", "C", "H", "H", "H", "C", "H", "C", "H", "H", "H", "H", "C", "O", "H", "H", "H", "H", "C", "C", "H", "C", "F", "H", "H", "H", "C", "H", "H", "H", "H", "C", "H", "C", "H", "H", "C", "H", "H", "H", "C", "C", "H", "H", "H", "H", "H", "H", "N", "H", "H", "H", "C", "H", "H", "H", "C", "H", "H"],
  "positions_angstrom": [[-4.0219, -13.0386, -4.8484], [-2.0964, -11.9542, 4.2650], [-2.2963, -18.5389, -6.5225], [-1.4628, -17.5420, 9.0100], [0.9189, -17.2810, 9.6769], [-3.7180, -19.0958, -5.8659], [1.2992, -19.7929, -0.4581], [-7.8962, -16.8866, -2.1401], [-2.9682, -21.1077, -1.5383], [-6.3172, -20.5629, 7.8354], [-4.0745, -17.3941, 2.9189], [-9.8488, -15.1789, 1.5623], [-8.7182, -11.4892, 1.4621], [0.8571, -11.5580, -5.4406], [-6.5016, -21.8066, 5.5180], [-7.5476, -14.8757, -1.0674], [-8.8671, -14.4537, -2.2553], [-8.5897, -14.5897, -1.2100], [-3.1671, -9.7897, 1.1778], [-4.3911, -11.2835, -0.2992], [5.3378, -10.8980, -3.7051], [-6.7082, -23.9114, 5.5213], [-2.6063, -17.2352, -4.1324], [-6.4260, -25.0403, -1.6244], [1.6177, -14.5331, -2.4452], [4.0384, -12.1347, -0.8772], [-8.7768, -15.6261, 5.2009], [0.4894, -19.3310, 11.1346], [-8.8086, -18.9711, -2.2919], [-8.9422, -16.8709, -1.8340], [-5.8143, -17.6220, 4.2046], [-7.0083, -15.4966, -4.1275], [1.1353, -13.1910, -5.9371], [-4.4549, -12.1185, 0.3984], [1.4662, -14.2696, -3.4920], [-3.8627, -16.3048, 8.4291], [-2.6638, -14.2934, -5.4640], [-7.2170, -17.9537, 1.9500], [-4.1790, -10.1145, 5.2383], [-6.9196, -23.3373, 7.1734], [-8.5483, -17.6886, 3.0833], [-2.7425, -15.1338, 10.9516], [-4.2145, -25.0935, -0.1464], [-7.7774, -12.4819, 1.5979], [-4.6965, -21.3805, -4.1521], [0.9984, -17.3431, -0.2156], [2.0242, -14.9570, -4.1277], [1.7898, -17.1423, -0.9377], [1.8396, -12.8659, -3.8304], [-1.5951, -19.0470, 12.5830], [-5.4746, -17.3784, -4.9626], [-3.8418, -17.0763, 9.1989], [-3.2188, -16.8991, -5.4915], [-6.3575, -23.8308, -0.3932], [-7.1189, -17.1292, 6.1692], [4.0795, -14.9500, -3.2409], [0.4258, -18.6265, -0.7426], [-4.2480, -20.3672, 8.5035], [-4.6438, -13.8079, -6.3011], [-3.5338, -14.0103, 3.0276], [-2.1240, -14.3299, -4.5177], [-9.1488, -19.7710, -0.1250], [-3.3801, -23.5206, 1.4651], [-0.2228, -18.1800, 9.3366], [-2.4802, -16.1986, -1.0648], [-5.6568, -10.1630, 4.2260], [-8.9121, -16.3516, 0.5616], [-4.7754, -23.3056, 7.9428], [-2.1143, -20.8323, 7.0728], [3.6312, -11.8198, -1.8380], [-3.4781, -18.4727, 11.2118], [-3.5831, -21.7864, 0.9047], [-4.1566, -13.9995, -5.3450], [-6.3530, -15.7120, 6.8601], [-9.3158, -18.2914, -1.6072], [1.5490, -17.3081, 1.3290], [-0.5065, -18.7352, -0.1885], [-10.7174, -18.9334, 1.9452], [3.4425, -16.3922, 0.6606], [-5.6971, -21.5333, 0.0646], [-4.4756, -16.4524, 0.6728], [-3.2762, -17.6457, -3.3769], [3.2516, -12.5777, -4.1157], [-7.0887, -23.0880, 6.1259], [0.2651, -16.5400, -0.2882], [-3.9274, -10.2022, 1.8410], [-1.0056, -20.0936, 10.6065], [-8.8401, -11.6242, -0.7233], [-8.8611, -18.7214, -0.1863], [4.2172, -14.5365, -1.5909], [-9.3542, -15.8624, -0.7496], [-6.7474, -19.7166, 6.0026], [-2.0721, -15.5993, 10.2291], [2.5988, -16.1157, 1.2930], [-1.6105, -11.4571, 2.3029], [-5.0837, -18.2142, 3.6536], [-3.8843, -24.9751, -1.8855], [-9.5942, -10.2543, 0.0949], [0.4795, -21.0422, 2.7741], [-3.3943, -23.2812, -0.7684], [-3.3898, -18.1461, 2.5267], [-5.8613, -24.1646, -1.3045], [-7.0785, -20.6428, 6.4723], [-6.6626, -14.4373, 2.1431], [-2.4710, -21.0542, -2.3578], [-2.6500, -17.7697, 11.3018], [-2.5206, -17.0090, 9.9424], [-6.9871, -22.4511, 3.5301], [-6.7085, -13.6948, -4.3825], [-10.3794, -18.4764, -1.7573], [-8.2177, -19.3046, 2.2892], [-9.3751, -16.3832, -2.7074], [-2.5483, -15.5694, -7.2047], [3.7365, -13.1827, -5.2664], [-5.5388, -20.1063, -0.7503], [0.1103, -15.9427, 2.2219], [-3.1715, -22.8364, 7.9282], [-11.5033, -17.8748, 0.8759], [-2.1972, -12.0830, 1.6305], [-4.7348, -16.4944, 2.0880], [2.2006, -15.1509, 0.9788], [-4.5927, -10.3954, 4.2698], [-4.7882, -17.3823, 0.1977], [-3.7138, -22.8445, 0.6779], [-7.7481, -10.3405, -0.0916], [-1.2291, -23.1721, -0.9316], [-4.9442, -9.9322, 1.5560], [-6.8501, -14.7592, -5.7221], [-5.5222, -18.8681, 2.8998], [-11.1013, -14.8187, -1.3896], [2.8446, -20.9214, 1.1668], [2.9898, -16.0008, 2.3039], [-2.1959, -21.7774, 5.6919], [-1.4618, -16.9852, 7.6093], [-8.8563, -13.6616, -0.7043], [-3.7725, -11.7060, 1.7026], [-6.3352, -12.4789, 4.8284], [-7.0507, -20.6038, 3.6742], [-3.7286, -22.2917, -1.7768], [-0.3625, -17.7436, 2.2110], [0.4353, -14.5346, -3.7266], [-0.1167, -12.9098, -4.8736], [-8.3492, -13.9499, 6.1471], [-1.3706, -18.4156, 11.7234], [-6.9905, -20.9168, -1.1054], [-3.3030, -18.1857, -6.2990], [-5.0952, -14.1278, -2.5566], [-8.1656, -20.6589, 6.5500], [2.3193, -18.6084, 1.6218], [-3.9247, -18.0567, 8.7298], [-2.3513, -15.2594, 0.9024], [-3.9975, -23.0103, 7.2386], [-8.8402, -13.1660, 5.5704], [-1.3493, -15.9061, -6.0027], [-3.5250, -16.8943, 3.7166], [-7.2355, -21.5762, 4.1308], [-2.2575, -17.4360, 7.3173], [-4.6055, -16.3474, -5.3485], [0.8821, -20.6815, -0.9318], [3.5901, -12.4632, -5.8849], [-0.6834, -17.6072, 11.9731], [-5.5565, -23.4687, -3.4263], [-4.0696, -12.9052, -0.2503], [-10.6563, -17.9153, 1.5608], [6.1943, -11.9108, -2.4617], [-2.7968, -21.0631, 6.2548], [-0.3470, -19.7247, 2.2023], [-4.5337, -12.3705, 2.8617], [2.5277, -21.8684, 0.7300], [2.7407, -18.5759, 2.8521], [-1.9882, -11.9650, 0.5672], [1.8009, -11.2157, -1.0046], [-4.6326, -19.4762, 7.1958], [-8.6932, -10.8658, 0.0456], [0.1354, -19.2117, 8.1948], [-4.4757, -22.6116, 4.4242], [-6.9574, -15.1314, 4.3739], [1.3890, -11.9474, -2.7530], [-7.5628, -9.9330, 2.5239], [0.7052, -18.7257, 7.4027], [-1.8350, -24.7202, -0.2118], [-5.0084, -13.5533, 5.4160], [-4.6447, -14.9689, -3.0836], [-7.9441, -16.1339, 7.4951], [-0.4630, -19.1487, 10.6366], [-7.3178, -16.1493, 6.6031], [-1.0686, -15.3656, 10.5847], [0.1311, -18.5416, -1.7886], [-2.1176, -15.0568, 9.2848], [0.4176, -16.9863, 2.2890], [-8.3211, -21.4850, 4.1659], [-4.4340, -13.7567, 2.8112], [1.4133, -10.8947, -3.0345], [-10.9774, -17.2521, 2.3641], [2.1980, -19.5678, -1.0322], [-4.9660, -15.0748, -4.6337], [-10.8369, -15.6439, -0.7284], [-4.6206, -16.8449, 9.9256], [-7.5822, -13.4593, 6.7463], [-5.9353, -21.1089, -0.9107], [1.8516, -17.7508, 9.9891], [-4.3312, -11.8922, 4.2193], [0.4328, -20.4161, 1.8830], [-2.0819, -13.1213, 1.9413], [1.6604, -19.8371, 1.0977], [-8.9163, -15.4036, 1.5209], [0.3769, -12.1326, -2.3932], [-5.3132, -12.5284, 5.2041], [-5.8939, -23.0929, -2.4603], [-3.0005, -20.2440, 5.5652], [-7.8161, -15.2142, 5.5097], [5.5159, -11.9000, -3.3148], [-4.7976, -20.4866, 7.5698], [-3.7091, -9.7049, 3.2947], [-5.2254, -12.1882, 6.2359], [-9.7257, -11.8704, 1.6283], [5.5702, -14.3144, -2.5605], [-8.4708, -10.9904, 3.6164], [-6.9062, -22.9031, -2.8171], [-6.4956, -14.7180, -4.6922], [4.4886, -14.1815, -2.5851], [-4.7772, -22.9486, 0.8936], [-11.4214, -16.5031, -1.0571], [-3.9690, -8.6525, 3.1810], [-2.4166, -15.7277, -6.1343], [-0.8589, -19.5296, 7.8812], [-9.2854, -17.7620, 1.0284], [-9.0148, -14.1202, 6.9933], [-3.9275, -23.8681, 6.5698], [-1.8856, -24.4377, -1.8906], [3.6086, -18.9816, 2.9138], [-4.2030, -21.6358, 6.5933], [-5.3533, -15.4443, 0.2622], [-2.8367, -16.9758, 12.0249], [1.9285, -13.0491, -0.9490], [0.9648, -16.6488, 8.7902], [-5.4541, -18.0188, -5.6774], [2.2020, -12.1234, -1.4554], [-2.9097, -16.2368, 0.2452], [-8.1764, -23.0836, 6.0550], [-2.0158, -23.9266, -0.9367], [-2.2617, -17.3457, 0.6726], [-4.9172, -20.0828, -3.0862], [-4.1288, -22.0018, 3.7689], [0.7499, -20.0896, 8.3940], [-4.3329, -24.4681, -1.0313], [-6.3640, -21.5312, 8.3337], [-3.6046, -14.8874, -2.7681], [-2.2550, -16.3831, -3.5506], [-3.7419, -18.1504, -7.2961], [4.2576, -12.6266, -2.9932], [-11.2109, -15.3112, 0.2399], [-5.3198, -21.0698, -3.3136], [-5.0950, -15.8743, -2.6765], [-2.1176, -13.6315, -6.1360], [-5.1213, -21.8867, -2.0575], [-2.8166, -13.3934, 4.7723], [3.8870, -10.7608, -1.8743], [-6.3049, -21.0619, -3.7801], [-8.4932, -10.4866, 2.6501], [-2.9707, -12.3149, 4.8068], [0.5047, -16.6385, 10.4539], [-2.9228, -11.7352, 5.7286], [-0.1854, -20.9985, 1.1997], [-7.7787, -18.8136, -0.0972], [-9.3631, -9.8463, 2.7965], [3.2284, -21.1354, 2.1643], [-5.0451, -21.7350, 5.3624], [-5.5086, -12.3126, 0.5985], [6.2162, -12.2874, -4.0547], [-2.6653, -9.6415, 3.6022], [-8.2484, -18.2205, 2.1803], [0.9064, -17.1583, 3.2479], [3.6814, -20.5706, 0.5628], [-6.8219, -19.8169, 8.4494], [0.9045, -12.5799, -5.0645], [-4.5189, -18.7945, 4.3833], [-1.7539, -17.9145, -4.1405]],
  "atomic_forces_ev_per_a": [[-1.4, 0.2, 0.6], [-0.1, 0.3, -0.3], [0.4, 0.3, 0.1], [-0.7, -1.1, -1.0], [-0.9, 1.3, -0.2], [-0.3, 0.4, 0.8], [1.1, 1.4, 0.6], [0.4, 0.5, 0.9], [0.1, 0.0, 0.0], [-0.1, -2.1, -1.0], [0.3, -0.9, 2.2], [-0.4, 1.1, 0.9], [0.8, 0.2, 0.9], [0.3, 0.3, 0.4], [-2.7, 1.1, 0.8], [0.3, 0.6, -0.3], [0.4, 0.0, -0.1], [-0.5, -0.6, 0.8], [-0.3, 0.4, -0.2], [-0.3, 0.4, 0.1], [-0.3, 0.2, 0.5], [-0.2, -0.4, 0.1], [0.5, 0.1, 1.5], [0.4, -0.3, 0.1], [0.2, -0.1, 0.0], [1.5, -0.1, -0.2], [-0.2, -0.8, -0.7], [0.1, 0.0, -0.3], [0.1, 0.2, -0.3], [-0.1, 0.6, -1.0], [-0.2, 0.1, -0.3], [-0.3, 0.4, 0.1], [0.6, -0.2, 0.0], [-0.2, 0.1, -0.6], [0.3, -2.0, 0.3], [-0.2, 0.0, -0.1], [0.2, -3.2, -1.4], [-0.2, 0.4, -0.3], [-0.6, 0.2, 0.4], [0.6, 0.4, 0.0], [0.2, -0.4, 0.4], [-0.2, 0.3, -0.1], [-0.1, -0.4, -0.1], [1.6, -2.8, 0.4], [0.4, -0.6, 0.1], [1.1, 0.1, 0.9], [0.3, -0.1, 0.1], [0.6, 0.6, 0.4], [-1.6, 0.4, -1.9], [0.5, -0.1, 0.1], [-0.7, -0.3, 1.2], [0.4, 0.8, 0.2], [-0.8, 1.5, 1.1], [0.0, 0.4, -0.1], [-0.2, -0.2, 0.3], [0.0, 0.6, -0.4], [-2.1, 0.3, 1.3], [0.2, -1.0, 0.2], [0.4, 0.0, -0.3], [0.4, -0.6, -0.1], [-0.4, 0.4, 0.3], [-0.6, 0.0, 0.9], [1.0, 0.2, -0.2], [0.1, -4.5, 1.3], [-1.5, 0.8, 0.9], [0.1, 0.0, -0.3], [2.2, -3.5, -1.9], [-0.5, 0.2, -0.1], [-0.8, 0.4, 0.3], [0.6, -1.5, 2.2], [0.0, -0.1, 0.3], [0.9, -0.1, 0.0], [1.1, 0.8, -0.3], [0.3, -0.2, 0.4], [-0.1, -0.7, 1.0], [1.0, 0.4, -3.2], [-0.4, -0.5, -0.1], [0.0, 0.0, 0.3], [-0.1, 0.0, -0.1], [-0.9, -0.4, -0.1], [-2.2, 2.5, -1.7], [-0.6, -0.4, -0.5], [0.2, 1.8, 1.6], [0.1, -0.9, -0.6], [0.0, 0.1, 0.0], [0.5, -0.6, 1.3], [0.4, -0.3, -1.5], [0.2, 0.0, 0.1], [-0.7, 0.6, -0.1], [-0.6, 0.7, 0.3], [1.1, -0.2, 0.1], [-0.5, 0.3, -0.4], [-0.8, 1.7, -0.2], [-0.3, -1.4, 0.9], [0.1, 0.1, -0.4], [-0.1, -0.5, 0.2], [-0.5, -0.3, -0.1], [0.3, 0.7, -0.7], [1.2, 0.0, 0.0], [-1.8, -1.1, 0.7], [0.1, 0.6, -1.0], [1.3, 0.4, -1.2], [3.0, 0.1, -0.2], [-0.3, 0.5, 0.5], [0.3, 0.3, 0.0], [0.4, 0.1, -1.8], [2.1, 0.1, -0.4], [0.0, 0.4, -0.6], [0.3, -0.2, 0.5], [-0.2, 0.0, 0.3], [-0.6, 0.0, 0.2], [-0.5, -0.6, -0.5], [-0.5, -0.5, -0.1], [0.0, -0.5, -0.4], [0.4, 0.3, -0.5], [-0.3, -0.3, -0.2], [0.6, -0.7, -0.3], [0.3, 0.2, -0.6], [-2.4, 0.2, 0.4], [1.2, 0.3, -1.1], [-0.3, -0.2, -0.1], [1.4, -0.4, 0.7], [0.4, -0.6, 0.1], [-0.9, 0.3, 0.6], [-0.2, 0.3, -0.2], [0.2, 0.0, 0.5], [0.1, 0.2, -0.2], [0.0, -0.3, -0.2], [-0.4, -0.3, 0.4], [-0.1, 0.0, -0.2], [-0.8, 0.5, -0.3], [0.1, 0.2, 0.1], [-0.2, -0.3, -0.3], [-0.2, -0.3, 2.7], [0.1, -0.2, 0.4], [1.0, -1.4, 0.7], [0.0, -0.1, 0.3], [1.1, -0.2, -0.1], [0.0, 0.9, -0.8], [-0.3, 0.6, -0.1], [-0.2, 0.4, 0.2], [0.0, 0.3, 0.6], [1.0, 1.5, 1.5], [2.1, 0.3, -0.6], [0.0, -0.7, -0.1], [1.0, -0.7, -1.3], [-0.5, 0.1, -0.5], [0.2, -0.3, 0.0], [-2.8, 2.3, -6.6], [-0.4, 0.0, 0.3], [0.3, 1.8, 0.3], [-0.6, 0.5, 1.6], [0.2, -0.3, -0.6], [0.2, -0.4, 0.0], [0.4, 0.7, -0.3], [0.6, -0.3, 0.7], [0.0, 0.0, -0.6], [-0.5, 0.8, -0.8], [0.0, -0.4, 0.9], [0.3, -0.2, -0.5], [-0.2, 0.2, 1.0], [1.0, -0.6, 0.3], [0.3, -0.6, 0.8], [-1.8, -0.9, 0.2], [-0.4, 0.5, 0.5], [-0.4, -0.8, -1.4], [0.4, 0.8, -0.1], [-0.5, 1.4, -1.2], [-0.2, 0.0, 0.1], [0.5, -0.7, 4.8], [0.6, 0.0, 0.2], [0.3, -0.4, 1.4], [0.3, -0.1, -1.1], [-0.5, -0.3, 1.6], [-0.3, 1.0, -0.1], [-0.4, -0.5, 0.2], [-0.3, 0.8, -0.7], [-0.5, -0.1, 1.7], [-0.1, 0.2, 0.0], [-0.5, 0.3, -0.3], [-0.1, 0.4, 0.4], [-0.5, -0.5, -0.7], [-0.2, -1.1, -0.4], [-0.1, -0.3, -0.2], [-2.1, 1.5, 1.0], [1.2, 0.8, -0.7], [0.1, -0.9, 0.2], [0.2, 0.1, -0.1], [-0.2, 0.3, 0.0], [1.2, -1.0, 0.6], [-0.2, -0.7, 0.8], [-0.3, -0.4, -0.3], [0.3, 0.0, -0.3], [0.6, 0.2, 0.3], [0.6, -0.3, 0.2], [0.8, 1.4, 1.5], [-1.1, 0.7, -0.7], [-0.3, -0.3, -0.3], [0.7, 0.5, -0.4], [1.9, 0.2, 0.1], [-0.1, 0.0, -0.3], [0.0, -0.6, 1.2], [-1.4, 0.2, -0.4], [0.3, 0.0, -0.3], [1.3, -2.9, 0.7], [-0.5, 0.8, 1.2], [-0.5, -0.3, -0.8], [0.0, -1.1, -0.1], [-0.9, -2.7, 1.3], [0.5, 0.5, 0.3], [-1.7, -0.5, -1.2], [1.8, 0.1, -1.0], [-0.9, 0.4, -0.5], [-0.3, 1.6, -2.2], [-0.1, 1.1, -0.2], [-0.5, -0.4, -0.1], [0.2, -0.2, -0.3], [0.4, -0.6, -0.2], [-0.4, 0.6, 0.9], [1.0, -1.2, -1.1], [1.2, 0.8, 0.1], [-0.3, -0.1, -0.6], [0.0, -0.1, 0.2], [-0.2, 0.3, 0.5], [0.4, 0.7, 0.5], [0.4, -0.2, -0.5], [3.1, -0.2, -0.9], [-0.6, -0.8, -0.3], [0.6, 0.4, -0.2], [-0.4, 0.2, -0.3], [0.3, 0.1, -0.3], [-0.1, 0.8, 0.6], [0.9, -0.4, 1.0], [-0.6, -0.3, 0.1], [0.6, 0.2, 0.1], [0.9, 0.2, 0.0], [-0.1, 0.2, -0.2], [-1.3, 2.3, -2.6], [-0.3, -2.1, 0.2], [0.0, 0.1, -0.3], [0.7, 0.9, -0.5], [-0.1, -0.8, 0.4], [-0.6, 0.6, -0.4], [0.1, 0.0, -0.2], [-0.1, 0.1, 1.0], [-1.3, -0.4, -0.2], [-0.8, -0.1, 0.4], [0.1, -0.4, -0.5], [0.2, 0.4, -0.6], [-0.3, 0.7, 0.0], [-2.5, -2.0, 0.3], [0.0, -0.1, 0.2], [2.4, 1.8, -0.7], [0.2, 0.0, 0.6], [-0.3, 0.4, 0.2], [-2.5, 0.3, 0.3], [-0.3, 0.0, 1.1], [-0.5, 0.1, -0.5], [-0.2, 0.2, 0.9], [-0.7, -0.2, -0.6], [0.8, 1.5, -1.1], [0.7, 0.2, 0.3], [0.2, -1.1, 0.6], [0.3, -0.4, -0.3], [0.2, 0.5, -0.4], [0.1, 0.6, -0.5], [-0.3, 0.1, 0.2], [-0.1, 2.3, 1.2], [-0.1, 0.2, -0.2], [-0.6, -0.8, -0.5], [0.1, -0.6, 0.0], [-1.0, 1.3, -1.0], [-0.4, 0.3, 0.5], [0.0, 0.2, 0.0], [0.7, 0.2, 0.2], [0.4, -0.1, -0.7], [-0.2, -0.4, 0.1], [0.1, -0.1, -0.5]],
  "lowdin_charge": [0.12, 0.06, 0.09, -0.08, -0.04, 0.07, -0.14, 0.12, -0.01, -0.17, -0.28, 0.10, -0.58, 0.08, -0.46, 0.07, 0.09, -0.01, 0.13, 0.09, 0.09, 0.08, -0.04, 0.10, 0.07, 0.11, 0.11, 0.10, 0.11, -0.16, 0.06, 0.06, 0.08, -0.04, -0.05, 0.08, -0.17, 0.05, 0.12, 0.07, 0.08, 0.08, 0.12, -0.40, 0.08, -0.12, 0.09, 0.10, -0.52, 0.11, -0.04, -0.03, -0.47, 0.09, 0.06, 0.06, -0.24, 0.10, 0.12, 0.09, 0.08, 0.11, 0.09, -0.51, 0.11, 0.13, -0.13, 0.06, 0.06, -0.16, 0.11, 0.08, -0.16, 0.07, -0.17, -0.40, 0.09, 0.09, 0.07, 0.05, -0.34, 0.08, -0.12, -0.05, 0.10, -0.13, 0.10, 0.05, -0.11, 0.06, -0.50, 0.09, -0.05, -0.04, 0.07, -0.07, 0.11, 0.07, 0.08, -0.51, 0.12, -0.11, -0.11, 1.78, 0.10, -0.13, -0.49, 0.08, 0.09, 0.11, 0.07, 0.12, 0.11, 0.00, 0.07, 0.08, 0.08, 0.08, 0.01, -0.15, 0.07, -0.13, 0.15, -0.03, 0.07, 0.07, 0.12, 0.08, 0.07, 0.09, -0.04, 0.07, 0.08, -0.01, 0.06, -0.43, 0.07, 0.04, -0.06, 0.05, 0.07, 0.05, -0.09, -0.19, 0.07, -0.05, 0.08, 0.12, -0.17, 0.07, 0.16, -0.03, 0.07, 0.10, 0.12, -0.03, 0.07, -0.08, 0.12, 0.11, 0.10, 0.12, 0.07, -0.05, 0.09, -0.04, 0.05, -0.07, 0.07, 0.00, 0.08, 0.11, 0.08, -0.05, -0.03, -0.01, -0.38, -0.17, 0.06, 0.07, 0.09, 0.08, -0.04, 0.08, -0.08, -0.06, 0.08, 0.12, 0.08, -0.04, 0.08, -0.12, 0.13, 0.09, 0.11, -0.45, -0.02, 0.10, 0.06, 0.00, 0.09, -0.52, -0.02, 0.05, -0.39, -0.08, 0.12, -0.05, -0.18, 0.07, -0.58, -0.07, -0.12, -0.18, 0.10, 0.11, 0.07, 0.06, 0.11, -0.03, 0.00, 0.05, 0.08, 0.11, -0.10, 0.05, -0.40, 0.07, 0.09, 0.08, 0.11, -0.44, -0.29, 0.11, 0.10, 0.09, 0.08, -0.17, -0.49, 0.08, -0.03, 0.08, 0.07, 0.09, 0.08, -0.14, 0.09, 0.05, 0.05, 0.09, -0.44, 0.08, -0.06, 0.07, 0.10, -0.49, 0.09, 0.12, 0.09, -0.05, -0.02, 0.06, 0.10, 0.07, 0.09, 0.06, 0.07, -0.11, 0.05, 0.08, 0.11, -0.01, 0.08, 0.07, 0.11, -0.03, 0.06, 0.08],
  "e_homo_ev": -7.78,
  "homo_lumo_gap_ev": 8.2,
  "max_force_ha_per_bohr": 0.146
}